Entry from OMol25: C44H49AsCsN3O2S4Se as an isolated structure (ωB97M-V with the def2-TZVPD basis set).

The geometry in ORCA input format:
```
! wB97M-V def2-TZVPD RIJCOSX def2/J DEFGRID3
* xyz 0 1
Cs -0.494 -0.721 0.300
O -1.933 0.880 -1.462
S -2.058 1.158 -2.924
C -3.443 0.148 -3.532
C -4.527 -0.048 -2.472
C -4.287 -1.299 -1.625
C -5.095 -1.301 -0.332
S -4.349 -0.181 0.890
O -3.150 -0.916 1.399
C -5.622 -0.371 2.144
C -6.795 0.365 2.049
C -7.774 0.212 3.017
C -7.567 -0.662 4.078
C -6.383 -1.378 4.172
C -5.401 -1.235 3.202
C -2.877 2.756 -3.009
C -3.275 3.370 -1.835
C -3.891 4.614 -1.898
C -4.098 5.229 -3.124
C -3.683 4.607 -4.296
C -3.065 3.368 -4.241
H -3.012 -0.802 -3.853
H -3.810 0.663 -4.422
H -5.494 -0.126 -2.972
H -4.581 0.841 -1.834
H -3.225 -1.420 -1.400
H -4.556 -2.186 -2.205
H -5.101 -2.283 0.145
H -6.127 -0.975 -0.491
H -6.939 1.056 1.226
H -8.693 0.778 2.950
H -8.329 -0.777 4.838
H -6.222 -2.051 5.004
H -4.462 -1.773 3.251
H -3.093 2.866 -0.894
H -4.209 5.102 -0.986
H -4.578 6.197 -3.169
H -3.837 5.091 -5.251
H -2.728 2.883 -5.150
S 1.052 2.130 1.906
C 2.617 2.272 1.398
N 3.159 3.382 0.879
C 4.606 3.497 0.744
C 5.251 2.795 1.914
N 4.817 1.404 1.912
C 5.844 0.398 2.176
C 6.874 0.342 1.074
C 6.479 0.114 -0.243
C 7.424 0.072 -1.256
C 8.770 0.253 -0.965
C 9.168 0.479 0.342
C 8.221 0.526 1.357
C 3.572 1.089 1.528
S 3.045 -0.436 1.184
C 2.373 4.566 0.548
C 2.604 5.687 1.533
C 2.447 5.461 2.899
C 2.666 6.486 3.804
C 3.040 7.747 3.357
C 3.195 7.978 1.999
C 2.982 6.948 1.092
H 4.857 4.557 0.755
H 4.945 3.061 -0.201
H 4.980 3.286 2.855
H 6.335 2.806 1.810
H 5.339 -0.558 2.295
H 6.324 0.661 3.122
H 5.431 -0.045 -0.466
H 7.110 -0.113 -2.275
H 9.506 0.215 -1.758
H 10.215 0.621 0.576
H 8.533 0.706 2.380
H 1.327 4.265 0.531
H 2.662 4.884 -0.456
H 2.137 4.482 3.244
H 2.537 6.304 4.863
H 3.208 8.546 4.066
H 3.488 8.957 1.644
H 3.109 7.129 0.030
C -0.594 -5.885 1.898
As -0.728 -4.360 0.672
C -2.351 -4.954 -0.240
C 0.662 -4.876 -0.649
C 0.428 -6.180 -1.333
C 0.927 -7.374 -0.813
C 0.664 -8.586 -1.435
C -0.105 -8.625 -2.589
C -0.603 -7.442 -3.118
C -0.339 -6.231 -2.498
H -0.657 -6.833 1.364
H -1.416 -5.821 2.611
H 0.344 -5.840 2.451
H -2.269 -5.992 -0.564
H -2.536 -4.315 -1.101
H -3.177 -4.858 0.466
H 1.607 -4.870 -0.102
H 0.675 -4.060 -1.374
H 1.537 -7.350 0.083
H 1.065 -9.503 -1.020
H -0.311 -9.570 -3.075
H -1.203 -7.458 -4.019
H -0.738 -5.314 -2.920
Se -2.019 -3.265 -4.800
C -1.383 -2.707 -3.208
N -0.967 -2.364 -2.174
*
```

Summary:
HOMO level: -6.73 eV
ΔE to the lowest compared entry with this formula, charge and spin: 0.0 kcal/mol
DFT total energy: -225063.0107 eV

Here are the Mulliken charges for atoms 1 to 2, given in e: 1.49, -0.52